7 unconnected molecules or ions with the total composition C55H54ClF6NO8 in a non-equilibrium geometry. Source: the OMol25 dataset; level of theory: ωB97M-V/def2-TZVPD.

Positions of all 125 atoms, in Å:
C 3.952 1.645 0.718
C 2.859 2.714 0.966
C 2.706 3.821 -0.111
Cl 4.188 4.103 -1.104
O 1.558 3.681 -0.956
C 1.369 2.422 -1.412
O 2.246 1.765 -1.920
C -0.009 1.758 -1.361
C -0.149 0.540 -2.067
C -1.346 -0.130 -2.128
C -1.353 -1.432 -2.918
C -0.771 -2.525 -1.991
O -1.244 -2.627 -0.890
O 0.277 -3.307 -2.413
C 1.079 -3.603 -1.263
C 2.107 -2.590 -0.752
O 0.934 -4.628 -0.673
N -2.416 0.402 -1.488
C -3.746 -0.222 -1.530
C -4.156 -0.930 -0.205
C -5.704 -0.760 -0.077
O -6.250 -1.524 0.976
C -5.842 -0.912 2.227
C -2.333 1.528 -0.775
C -3.560 2.114 -0.024
O -4.353 2.830 -0.644
O -3.611 1.823 1.186
C -1.124 2.260 -0.675
C -1.094 3.535 0.157
H 3.658 0.866 -0.004
H 4.943 2.051 0.482
H 4.076 1.101 1.677
H 1.916 2.186 1.194
H 3.137 3.232 1.902
H 2.546 4.769 0.420
H 0.750 0.161 -2.562
H -0.655 -1.285 -3.761
H -2.317 -1.707 -3.359
H 2.322 -2.749 0.314
H 1.797 -1.541 -0.883
H 3.052 -2.799 -1.285
H -3.865 -0.950 -2.343
H -4.509 0.553 -1.732
H -3.615 -0.568 0.678
H -4.003 -2.013 -0.363
H -5.921 0.323 -0.005
H -6.165 -1.143 -1.010
H -5.113 -1.606 2.687
H -6.719 -0.775 2.850
H -5.330 0.055 2.077
H -1.396 4.385 -0.475
H -0.122 3.682 0.643
H -1.835 3.484 0.987
F -1.799 3.772 2.823
C -2.588 4.744 3.331
C -2.047 5.987 3.592
C -2.863 6.984 4.110
C -4.203 6.721 4.368
C -4.728 5.461 4.102
C -3.917 4.465 3.575
H -0.998 6.170 3.392
H -2.454 7.966 4.313
H -4.838 7.500 4.777
H -5.770 5.254 4.306
H -4.308 3.480 3.351
F -6.784 0.308 4.457
C -6.298 0.465 5.704
C -7.173 0.689 6.748
C -6.669 0.845 8.031
C -5.299 0.785 8.251
C -4.432 0.563 7.189
C -4.933 0.396 5.906
H -8.237 0.741 6.554
H -7.345 1.014 8.859
H -4.907 0.911 9.253
H -3.364 0.521 7.360
H -4.274 0.215 5.066
F 5.903 1.133 -2.177
C 5.548 0.173 -3.051
C 4.207 -0.040 -3.312
C 3.847 -1.029 -4.219
C 4.825 -1.795 -4.842
C 6.167 -1.569 -4.564
C 6.533 -0.575 -3.667
H 3.457 0.562 -2.810
H 2.801 -1.204 -4.439
H 4.541 -2.568 -5.545
H 6.928 -2.168 -5.047
H 7.574 -0.379 -3.444
F -5.752 9.062 5.396
C -6.585 9.079 6.457
C -6.224 8.405 7.607
C -7.080 8.426 8.699
C -8.286 9.111 8.623
C -8.636 9.779 7.457
C -7.778 9.768 6.367
H -5.283 7.871 7.643
H -6.806 7.909 9.609
H -8.954 9.123 9.475
H -9.577 10.309 7.397
H -8.029 10.290 5.452
F 8.347 -3.784 -6.775
C 7.385 -4.726 -6.804
C 6.325 -4.582 -7.680
C 5.337 -5.555 -7.713
C 5.414 -6.652 -6.864
C 6.483 -6.781 -5.985
C 7.478 -5.814 -5.958
H 6.279 -3.716 -8.328
H 4.506 -5.457 -8.399
H 4.639 -7.408 -6.888
H 6.537 -7.629 -5.325
H 8.322 -5.900 -5.288
F 8.490 -8.251 -4.821
C 8.785 -9.506 -5.223
C 7.943 -10.150 -6.109
C 8.254 -11.437 -6.522
C 9.393 -12.067 -6.039
C 10.227 -11.407 -5.145
C 9.925 -10.116 -4.737
H 7.056 -9.646 -6.469
H 7.607 -11.950 -7.222
H 9.632 -13.073 -6.360
H 11.113 -11.899 -4.765
H 10.567 -9.583 -4.048

Values from the calculation:
Gap between HOMO and LUMO in eV: 7.420
E_tot in Ha: -3844.2033